[1]
93
Properties=species:S:1:pos:R:3:forces:R:3:mulliken_charge:R:1 method="wB97M-V/def2-TZVPD" energy_ev=-216125.7801 lumo_energy_ev=0.41 homo_energy_ha=-0.3080 de_lowest_kcal_mol=9.5 total_charge=0 orbital_gap_ev=8.792
Sc -0.4196 0.5641 0.4397 1.7 -0.6 0.9 -0.8310
C 2.5196 2.0233 5.0225 0.0 -0.1 0.1 -1.0595
C 2.7296 0.6902 5.6918 -0.2 0.0 0.0 1.3739
C 3.7779 0.5372 6.5979 0.0 0.0 0.0 -0.7379
C 3.9692 -0.6386 7.3010 0.0 0.0 0.0 -0.6665
C 3.1031 -1.7056 7.1054 0.0 0.0 0.0 -0.6554
C 2.0691 -1.5865 6.1963 0.0 -0.1 -0.1 -0.8032
C 1.8800 -0.4037 5.4842 0.3 0.0 0.1 0.0093
N 0.7867 -0.3269 4.5848 -0.2 0.1 0.0 0.5504
C 0.8562 -0.1225 3.2375 0.1 0.0 0.1 -0.3199
N 2.0978 -0.0536 2.7046 0.1 -0.1 0.1 0.8479
C 2.5006 -0.4140 1.3772 -0.3 0.0 -0.2 -0.1875
C 1.5923 -0.3925 0.3104 0.6 0.0 0.1 0.4775
C 2.1003 -0.9001 -0.8979 -0.1 0.0 0.0 -0.3839
C 3.4112 -1.3215 -1.0521 0.0 0.0 -0.1 -1.0283
C 4.2873 -1.2330 0.0188 -0.1 0.0 0.0 -0.8745
C 3.8457 -0.7885 1.2567 0.2 0.0 0.0 1.2538
C 4.8053 -0.6964 2.4180 -0.1 0.0 -0.1 -1.5920
N -0.2278 0.0231 2.5245 -0.2 -0.1 -0.1 0.7753
C -1.4955 -0.1608 3.1691 -0.1 0.0 0.3 -1.3819
C -2.0293 -1.4439 3.2432 0.1 0.1 0.0 0.0212
C -3.2717 -1.6512 3.8138 0.0 -0.1 0.0 -0.6855
C -3.9849 -0.5724 4.3113 0.0 0.0 0.0 -0.7917
C -3.4499 0.7033 4.2387 0.0 0.0 0.0 -0.8366
C -2.2004 0.9359 3.6751 0.1 0.0 0.0 1.6452
C -1.6231 2.3255 3.6327 -0.1 -0.2 0.0 -1.1734
H 2.6039 2.8178 5.7647 0.0 0.0 0.0 0.6482
H 1.5399 2.0928 4.5545 0.0 0.0 0.0 -0.0492
H 3.2720 2.2094 4.2537 0.0 0.0 0.0 0.1876
H 4.4392 1.3798 6.7644 0.0 0.0 0.0 0.4509
H 4.7769 -0.7201 8.0164 0.0 0.0 0.0 0.4069
H 3.2411 -2.6304 7.6493 0.0 0.0 0.0 0.4086
H 1.3893 -2.4132 6.0275 0.0 0.0 0.0 0.4841
H -0.1263 -0.5915 4.9242 0.0 0.1 0.0 0.2725
H 2.8258 -0.1777 3.3911 0.0 0.0 0.0 -0.4149
H 1.4370 -0.9700 -1.7550 0.0 0.0 0.0 0.6069
H 3.7594 -1.6933 -2.0083 0.0 0.0 0.0 0.4147
H 5.3230 -1.5282 -0.1033 0.0 0.0 0.0 0.3234
H 5.8047 -0.9888 2.1019 0.0 0.0 0.0 0.3953
H 4.5203 -1.3483 3.2503 0.0 0.0 0.0 0.3667
H 4.8662 0.3320 2.7894 0.0 0.0 0.1 0.2933
H -1.4645 -2.2683 2.8249 0.0 0.0 0.0 0.4318
H -3.6880 -2.6490 3.8499 0.0 0.0 0.0 0.4170
H -4.9596 -0.7278 4.7550 0.0 0.0 0.0 0.4150
H -4.0124 1.5473 4.6210 0.0 0.0 0.0 0.4513
H -2.4241 3.0627 3.5963 0.0 0.0 0.0 0.5948
H -0.9861 2.4579 2.7590 0.0 0.1 0.0 -0.1872
H -1.0180 2.5206 4.5228 0.0 0.0 0.0 0.3953
O -2.1832 1.5931 0.4567 -0.5 0.2 0.3 -0.2403
Se -2.8459 0.3212 -0.4333 -2.0 0.1 -0.4 0.8851
O -3.3088 -0.8098 0.5850 -0.1 -0.6 0.5 -0.5879
O -1.3870 -0.1656 -1.1162 0.3 -0.5 -0.5 -0.5477
O -3.8971 0.8167 -1.5082 -0.3 0.4 -0.6 -0.7111
C -0.1819 6.5899 -0.6397 0.1 -0.5 -0.1 -1.0915
Si -0.6838 5.0738 0.3821 -0.4 0.4 0.5 0.5333
C -0.1163 5.4333 2.1602 -0.1 -0.2 -0.3 -0.9513
C -2.5576 4.8757 0.2965 0.3 -0.2 0.0 -1.0196
As 0.3433 2.9986 -0.2269 0.8 1.9 -0.7 0.8649
Si -0.0976 3.0860 -2.5781 0.3 0.1 -0.9 0.2499
C -1.9161 3.3304 -2.9769 0.2 -0.2 0.3 -0.8880
C 0.5854 1.4930 -3.3179 -0.2 0.1 0.2 -0.9065
C 0.8841 4.5132 -3.3765 -0.1 -0.2 0.3 -0.9993
Si 2.6614 3.6186 -0.1710 0.7 -0.3 0.4 0.1932
C 3.1693 3.1619 1.5988 -0.2 0.0 -0.3 -0.9230
C 3.1854 5.4229 -0.4330 -0.5 -0.2 -0.1 -1.3479
C 3.6190 2.5125 -1.3621 -0.4 0.1 0.1 -0.6459
H -0.7223 7.4585 -0.2578 -0.1 -0.1 0.1 0.4154
H -0.4307 6.4764 -1.6958 0.0 0.0 0.0 0.2104
H 0.8852 6.7970 -0.5627 0.0 0.0 0.0 0.2818
H -0.2501 6.4885 2.4060 0.0 0.0 -0.1 0.4740
H 0.9421 5.1893 2.2774 0.0 0.1 0.1 0.1204
H -0.6827 4.8450 2.8842 0.0 0.0 0.0 0.1983
H -3.0521 5.4585 1.0762 0.1 0.1 0.0 0.4361
H -2.8293 3.8258 0.4233 0.0 0.0 0.0 0.1005
H -2.9459 5.2096 -0.6660 0.0 0.0 0.0 0.3371
H -2.5416 2.5996 -2.4615 -0.1 0.0 0.0 0.1687
H -2.0720 3.1906 -4.0492 0.1 0.0 0.0 0.4006
H -2.2659 4.3288 -2.7136 0.0 0.0 0.0 0.2379
H 0.0159 0.6407 -2.9493 0.0 -0.1 0.0 0.1332
H 1.6356 1.3510 -3.0565 0.0 0.0 0.0 0.2059
H 0.5025 1.5025 -4.4071 0.0 0.1 0.0 0.5296
H 0.2720 5.4077 -3.4995 0.0 0.0 0.0 0.3968
H 1.2279 4.2112 -4.3675 0.0 -0.1 0.0 0.4416
H 1.7594 4.7802 -2.7826 0.0 0.0 -0.1 0.0341
H 2.7688 3.8704 2.3279 0.0 0.0 0.0 0.4339
H 4.2544 3.1247 1.7207 0.0 0.0 -0.1 0.5960
H 2.7646 2.1744 1.8290 0.1 0.0 0.1 -0.0965
H 2.8121 6.0548 0.3756 0.0 0.0 0.0 0.3163
H 2.8252 5.8357 -1.3766 0.1 0.0 0.1 0.4226
H 4.2747 5.4913 -0.4374 0.0 -0.2 0.1 0.4056
H 3.3268 1.4716 -1.2066 0.0 0.0 0.0 -0.1153
H 4.6956 2.5910 -1.1986 0.0 0.1 0.1 0.4630
H 3.4159 2.7728 -2.4037 0.0 0.0 0.0 0.3265

[2]
95
Properties=species:S:1:pos:R:3:forces:R:3:mulliken_charge:R:1 method="wB97M-V/def2-TZVPD" energy_ev=-131962.4265 lumo_energy_ev=-1.91 homo_energy_ha=-0.3141 smiles="NC(N)(N)Cc1ccc2c(c1CCC(F)=C(F)F)C(=O)C=C(CCCBr)C2=O.COCCOCCOC.COCCOCCOC" de_lowest_kcal_mol=397.1 total_charge=0 orbital_gap_ev=6.636
N -3.8042 5.7207 0.9629 -1.1 -0.5 0.7 -0.6845
C -3.5580 4.2085 1.1485 0.0 0.9 -0.3 0.7505
N -3.5841 3.9692 2.6417 -0.1 -1.7 -0.4 -0.6164
N -4.6401 3.4909 0.3704 1.5 -1.3 0.0 -0.7009
C -2.1288 3.8840 0.4145 1.0 0.5 1.0 -1.1679
C -1.4628 2.4350 0.7943 0.7 -2.6 0.5 0.9773
C -2.4222 1.2107 1.3704 3.9 -1.1 0.0 -0.2358
C -1.7708 -0.2395 1.8048 3.3 3.1 -1.7 -0.6731
C -0.1485 -0.4153 1.6373 -1.4 2.2 -0.6 0.0021
C 0.8110 0.8091 1.0229 -2.5 0.2 0.5 0.1136
C 0.1838 2.2635 0.5792 -1.9 -3.5 1.6 0.2311
C 1.1172 3.4646 -0.0337 -0.6 -0.7 0.5 -0.7419
C 0.8465 3.6140 -1.6457 -0.8 -0.2 -0.2 0.2385
C 0.0021 2.3520 -2.3094 0.7 -2.3 0.2 0.4057
F -1.4987 2.3616 -2.4822 4.1 0.9 -0.9 -0.3646
C 0.6758 1.1002 -2.8420 -1.1 1.5 0.2 0.0480
F 1.0472 -0.0701 -2.0139 0.0 4.3 -3.5 -0.1408
F 0.9173 1.0695 -4.3118 -1.5 -1.5 4.4 -0.2354
C 2.4366 0.4239 0.9447 1.9 0.8 -2.9 0.1629
O 3.2475 0.8216 -0.0404 -4.8 -2.1 6.1 -0.5219
C 2.9623 -0.5586 2.1921 -2.8 -2.0 0.7 -0.8606
C 2.0915 -1.6505 2.7873 2.2 3.1 -2.0 0.6266
C 2.6699 -2.5376 4.0391 -0.5 0.5 1.0 -0.6441
C 1.5918 -3.6462 4.6384 1.1 -0.4 0.4 -0.5352
C 0.2589 -2.9720 5.3156 -0.4 0.9 -2.3 -0.3481
Br -0.5126 -4.0656 6.8438 0.8 0.9 -1.2 -0.2013
C 0.5757 -1.8475 2.1083 -1.7 -3.1 -1.1 0.2990
O -0.0071 -3.0373 1.9109 3.5 7.3 1.5 -0.4844
H -3.8062 6.1972 1.9080 0.2 -1.1 -1.4 0.3073
H -4.7861 5.8733 0.5979 1.6 -0.6 0.4 0.3094
H -2.6813 3.6032 3.0153 -0.9 0.4 -0.7 0.3036
H -4.3030 3.2348 2.9128 1.2 1.3 -0.6 0.3030
H -5.1258 2.7549 0.9287 0.6 1.0 -0.4 0.3403
H -4.1368 2.9505 -0.3956 -1.1 0.9 1.2 0.3127
H -1.3610 4.7131 0.7990 -1.6 -1.8 -0.8 0.1725
H -2.2457 4.0849 -0.7426 0.2 -0.7 2.3 0.2279
H -3.5968 1.3215 1.5355 3.1 -0.1 -0.5 -0.0505
H -2.3749 -1.1467 2.2347 1.2 2.1 -1.0 0.2842
H 0.8111 4.4609 0.5161 0.7 -2.0 -1.1 0.3447
H 2.2522 3.2281 0.1417 -2.4 0.3 -0.2 0.3593
H 1.8529 3.6888 -2.2814 -2.3 -0.2 1.6 -0.3026
H 0.2589 4.6431 -1.7898 1.0 -2.6 0.0 0.3550
H 4.0502 -0.3225 2.5918 -2.5 -0.7 -1.0 0.2682
H 2.8634 -1.7780 4.9385 -0.4 -1.4 -2.1 0.2872
H 3.7267 -3.0358 3.8160 -2.5 1.0 0.1 0.3406
H 1.3774 -4.3984 3.7657 -0.1 1.5 1.8 0.2381
H 2.1478 -4.2641 5.4944 -1.1 1.4 -1.9 0.4523
H -0.5862 -2.9456 4.4750 1.7 -0.2 2.1 0.0250
H 0.4028 -1.8378 5.6447 -0.1 -2.7 -0.4 0.3914
C 5.1075 5.0866 -9.4989 0.0 -0.2 0.4 -0.7696
O 5.2786 4.8553 -8.1086 -0.2 0.2 -0.1 -0.2405
C 5.4527 6.0720 -7.3818 0.1 -0.7 0.2 -0.5830
C 5.2788 5.8233 -5.8798 -0.3 0.3 -0.2 -0.4258
O 3.9029 5.8006 -5.4779 0.2 -0.4 -0.2 -0.4762
C 3.1829 4.6086 -5.8177 0.1 0.1 0.5 -0.4914
C 3.5359 3.4265 -4.9119 0.3 -0.2 -0.8 -0.3369
O 4.7383 2.7970 -5.3602 0.0 0.2 0.3 -0.3375
C 5.2572 1.8931 -4.3974 0.0 0.2 -0.3 -0.7398
H 5.9727 5.6130 -9.9112 0.0 0.1 -0.1 0.3114
H 5.0112 4.1189 -9.9983 0.1 0.1 0.2 0.2301
H 4.1931 5.6602 -9.6772 0.0 0.1 -0.1 0.3174
H 4.7249 6.8193 -7.7175 0.0 0.1 0.1 0.3453
H 6.4664 6.4354 -7.5755 0.1 0.2 0.0 0.4485
H 5.7221 6.6697 -5.3438 -0.1 0.0 -0.1 0.3820
H 5.8031 4.9242 -5.5486 -0.1 -0.1 -0.3 0.2055
H 3.2981 4.3638 -6.8755 0.2 -0.2 0.1 0.2056
H 2.1273 4.8539 -5.6580 0.1 0.0 0.1 0.3896
H 2.7335 2.6812 -4.9561 -0.1 0.1 0.1 0.3759
H 3.6561 3.7728 -3.8793 0.0 0.1 0.0 0.3342
H 5.5340 2.4295 -3.4847 -0.1 -0.1 0.1 0.3199
H 6.1565 1.4294 -4.8116 -0.2 0.1 0.0 0.2490
H 4.5275 1.1104 -4.1708 0.0 0.0 0.1 0.2770
C -3.5272 -4.9146 0.7436 -0.1 -0.4 0.2 -0.6524
O -3.4207 -5.9164 1.7440 0.0 0.3 0.0 -0.3023
C -2.1893 -5.8265 2.4614 -0.5 -0.5 0.1 -0.1474
C -2.2558 -6.6702 3.7388 0.1 0.5 0.0 -0.5793
O -2.9131 -5.9915 4.8170 -0.3 -0.2 -0.4 -0.3676
C -4.3416 -5.9217 4.7193 0.3 -0.3 0.4 -0.4319
C -5.0225 -7.2511 5.0531 0.0 0.1 -0.8 -0.6145
O -5.0128 -8.1154 3.9147 0.1 -0.1 0.2 -0.2448
C -5.3648 -9.4474 4.2541 0.1 0.4 -0.2 -0.7661
H -2.7050 -4.9962 0.0275 0.1 0.1 0.0 0.3020
H -4.4730 -5.0578 0.2143 0.1 -0.1 0.1 0.2517
H -3.5347 -3.9213 1.2023 0.1 0.1 -0.1 0.2132
H -1.9791 -4.7828 2.7204 0.1 0.0 0.0 0.0117
H -1.3956 -6.2099 1.8130 0.2 0.1 0.0 0.4961
H -1.2305 -6.8385 4.0862 -0.1 0.1 0.0 0.4211
H -2.6989 -7.6524 3.5602 -0.1 0.1 -0.2 0.2048
H -4.6540 -5.5330 3.7480 0.0 -0.3 -0.1 0.2096
H -4.6465 -5.1869 5.4724 0.1 -0.1 0.0 0.3871
H -6.0688 -7.0672 5.3225 0.0 0.1 0.2 0.4480
H -4.5081 -7.7312 5.8930 0.0 0.1 0.1 0.3488
H -4.6284 -9.8696 4.9445 -0.1 -0.1 0.1 0.3168
H -5.3638 -10.0464 3.3395 0.0 0.2 0.1 0.2277
H -6.3639 -9.4808 4.6981 0.0 -0.1 0.1 0.3091

[3]
88
Properties=species:S:1:pos:R:3:forces:R:3:mulliken_charge:R:1 method="wB97M-V/def2-TZVPD" energy_ev=-80059.0057 lumo_energy_ev="-9.21 / -9.21" homo_energy_ha="-0.4177 / -0.4177" total_charge=+2 orbital_gap_ev="2.159 / 2.160"
Hf 0.2486 0.1845 -0.2911 -0.7 0.2 -0.9 0.0888
C -1.1549 1.6192 1.6908 1.7 0.0 -0.5 0.1169
C -1.1952 0.2043 2.2081 -0.2 -0.5 0.4 2.2731
C 1.0553 0.8657 1.8864 -0.3 -1.2 2.1 1.3573
C 0.1806 1.9549 1.4346 -1.5 0.4 1.1 0.3162
C 0.2521 -0.1950 2.3466 1.0 1.5 -0.5 -0.4462
C -2.3754 2.3897 1.3811 -0.4 0.4 -0.1 -1.6274
H -3.2185 1.7450 1.0842 0.3 0.1 0.2 0.3083
H -2.1928 3.1072 0.5711 -0.1 -0.1 0.3 0.4929
H -2.7033 2.9460 2.2748 0.1 -0.1 -0.2 0.3671
C 0.6934 3.2908 1.0068 -0.1 0.3 -0.3 -1.6676
H -0.1233 3.9858 0.7920 0.2 -0.2 0.0 0.4497
H 1.3227 3.2646 0.1052 -0.1 0.0 0.1 0.2911
H 1.3005 3.7427 1.8011 0.0 -0.2 -0.1 0.3076
C 2.5321 1.0183 2.1164 0.3 -0.1 -0.2 -1.6156
H 2.7271 1.7258 2.9364 -0.2 -0.1 -0.2 0.3084
H 3.0767 1.4000 1.2433 -0.1 -0.1 0.2 0.3538
H 3.0179 0.0734 2.3870 -0.2 0.2 -0.2 0.3987
C 0.7019 -1.4597 2.9675 0.1 -0.5 0.4 -1.6767
H -0.1003 -1.9216 3.5569 0.2 0.2 -0.1 0.3790
H 1.5549 -1.2611 3.6341 -0.2 -0.2 -0.2 0.5191
H 1.0051 -2.2090 2.2202 0.1 0.2 0.2 0.1410
C -2.2141 -0.1926 3.2665 0.5 0.4 0.3 -1.4603
H -1.9405 0.2958 4.2139 -0.3 -0.2 -0.1 0.3119
H -2.1848 -1.2814 3.3745 -0.1 0.2 0.2 0.3817
H -3.2149 0.0866 2.9147 0.3 0.0 0.4 0.4954
C -0.4114 0.1622 -2.4735 -0.9 0.2 -0.8 -0.9557
C -1.6762 -0.0126 -1.8402 0.3 0.3 -2.5 -0.3069
C -2.4790 -1.2947 -2.0031 -0.3 0.5 0.3 -0.8392
C -1.8515 -2.5472 -1.3861 -0.6 -0.4 0.6 -0.5233
C -0.7611 -2.3049 -0.3585 0.8 -0.5 0.4 -0.2388
C 0.6166 -1.9126 -0.7705 0.0 -1.1 0.2 -0.2830
C 0.9193 -2.0652 -2.2864 0.5 -0.3 -0.1 -1.3082
C 0.2226 -1.0205 -3.1994 0.3 0.0 -0.4 -0.6333
H -2.6674 -1.4815 -3.0680 0.1 0.2 0.1 0.4529
H -1.4736 -3.2018 -2.1727 0.3 0.0 0.1 0.6262
H -3.4748 -1.1402 -1.5619 0.3 0.0 -0.1 0.2565
H -0.5282 -1.5361 -3.8225 0.1 0.3 0.3 0.2653
H -0.1579 1.1524 -2.8775 -0.3 -0.1 0.2 0.8751
H -2.3196 0.8610 -1.6534 0.5 -0.1 0.1 0.7234
H 0.9662 -0.6403 -3.9207 -0.3 -0.1 0.3 0.4230
H 2.0124 -2.0193 -2.4543 -0.5 0.1 0.3 0.3199
H 1.3796 -2.3709 -0.1276 -0.2 -0.1 -0.1 0.7388
H 0.6455 -3.0845 -2.6219 0.1 0.4 0.2 0.4324
H -2.6582 -3.1126 -0.8959 0.3 0.1 -0.1 -0.0223
H -0.8412 -2.9454 0.5320 0.2 0.2 -0.5 0.8487
P 0.7741 5.6852 -1.9037 0.0 0.6 -0.5 0.5027
C 0.5288 7.4504 -1.4381 0.0 -0.2 0.4 -1.2225
H 0.3570 8.0856 -2.3164 0.1 -0.2 0.2 0.3570
H 1.4118 7.7990 -0.8900 -0.2 0.0 -0.1 0.3738
H -0.3313 7.5138 -0.7616 0.1 0.2 -0.1 0.3295
C 2.1636 5.9262 -3.0836 0.2 -0.3 0.2 -1.1833
H 1.9471 6.7158 -3.8144 0.1 -0.2 0.2 0.3458
H 2.3439 4.9766 -3.6002 0.1 0.2 -0.1 0.3322
H 3.0647 6.1797 -2.5141 -0.1 0.0 -0.2 0.3619
C -0.5772 5.5537 -3.1433 -0.1 -0.3 0.2 -1.1578
H -0.5462 6.3813 -3.8634 -0.1 -0.2 0.1 0.3814
H -1.5383 5.5482 -2.6168 0.1 0.1 -0.2 0.3441
H -0.4727 4.5963 -3.6669 -0.1 0.2 -0.1 0.3128
P 5.6531 -0.2906 1.0408 0.8 -0.4 0.0 0.5211
C 6.0678 -1.5308 2.3367 -0.3 0.0 0.1 -1.1913
H 7.0934 -1.9044 2.2184 -0.3 0.1 0.1 0.4029
H 5.3568 -2.3624 2.2679 0.2 0.0 0.1 0.3195
H 5.9541 -1.0596 3.3201 0.1 -0.2 -0.1 0.3458
C 6.2205 -1.2555 -0.4172 -0.3 0.1 -0.2 -1.1577
H 7.2510 -1.6117 -0.2909 -0.3 0.1 -0.1 0.3779
H 6.1490 -0.6184 -1.3064 0.1 -0.2 0.1 0.3422
H 5.5430 -2.1063 -0.5563 0.2 0.1 -0.1 0.3133
C 7.1396 0.7733 1.2576 -0.3 0.4 -0.1 -1.2892
H 8.0677 0.2139 1.0836 -0.2 0.1 0.1 0.3693
H 7.1337 1.1862 2.2735 0.1 0.0 -0.2 0.3732
H 7.0718 1.6098 0.5527 0.2 -0.1 0.1 0.3523
O -5.6187 -3.1876 -2.5921 0.1 0.2 0.6 -0.4542
S -6.3604 -3.0806 -1.3306 -0.8 -0.6 -0.2 0.8436
O -7.7543 -3.5370 -1.3099 1.3 0.4 0.2 -0.4876
N -4.5851 -1.1993 1.5736 -0.4 -2.1 -1.3 -0.4681
C -4.6700 -2.2899 1.1532 0.4 2.9 1.9 -0.2078
S -1.7587 -0.6250 0.6485 -1.0 -0.2 -0.2 -0.1208
C -4.6481 -3.6795 0.8958 -0.4 -0.7 -0.3 0.5574
C -3.9071 -4.5493 1.7209 0.0 -0.1 -0.5 -0.3158
C -3.9218 -5.9193 1.4464 -0.1 0.3 -0.1 -0.7619
C -4.7111 -6.4128 0.4047 -0.2 0.1 -0.1 -0.5510
C -5.4602 -5.5368 -0.3890 -0.2 -0.6 -0.2 -0.6333
C -5.4274 -4.1876 -0.1404 0.2 0.0 -0.1 0.5746
H -3.3203 -4.1326 2.5407 -0.2 -0.2 -0.2 0.5545
H -3.3250 -6.6024 2.0444 -0.2 0.1 0.0 0.4355
H -4.7810 -7.4872 0.2069 0.2 0.4 0.1 0.4104
H -6.0905 -5.8940 -1.2022 0.2 -0.1 0.2 0.4522